1.
Molecular formula: C10H24NO4P
Method: DFT, ωB97M-V/def2-TZVPD

Cartesian coordinates (Å):
C 4.822 -1.338 -0.567
C 3.348 -0.997 -0.338
C 3.032 0.488 -0.504
C 1.603 0.866 -0.097
C 1.504 2.242 0.568
C 0.078 2.782 0.667
C -0.804 2.005 1.655
C -1.648 0.927 1.003
O -2.764 1.554 0.357
P -3.618 0.828 -0.762
O -4.951 1.375 -0.928
O -2.724 0.920 -2.091
O -3.567 -0.706 -0.353
C -2.844 -1.723 -1.058
N -3.053 -2.959 -0.373
C -2.223 -3.103 0.819
H 5.132 -2.195 0.031
H 5.027 -1.581 -1.611
H 5.466 -0.499 -0.297
H 2.732 -1.569 -1.039
H 3.037 -1.308 0.663
H 3.744 1.069 0.091
H 3.201 0.776 -1.546
H 0.946 0.858 -0.974
H 1.214 0.099 0.582
H 1.921 2.178 1.579
H 2.131 2.949 0.020
H -0.385 2.748 -0.327
H 0.104 3.838 0.940
H -0.178 1.523 2.413
H -1.478 2.681 2.183
H -2.025 0.200 1.724
H -1.047 0.384 0.262
H -1.780 1.023 -1.938
H -1.784 -1.422 -1.093
H -3.227 -1.798 -2.075
H -2.879 -3.716 -1.022
H -2.523 -3.991 1.372
H -1.149 -3.169 0.599
H -2.391 -2.240 1.463

Output
Net charge ... 0
2S+1 ... 1
Maximum force ... 0.0063 hartree/bohr
Relative energy (zero: lowest compared OMol25 entry of this formula, charge and spin) ... 0.0 kJ/mol
Frontier orbital gap ... 10.129 eV
SMILES string ... CCCCCCCCO[P@@](=O)(O)OCNC

***

2.
Molecular formula: C10H25ClN2O4PSSi2
Method: DFT, ωB97M-V/def2-TZVPD

Cartesian coordinates (Å):
O 2.578 0.052 -1.427
N 2.009 1.036 -1.641
O 1.627 1.155 -3.048
C 2.751 1.119 -3.929
Si 2.121 0.876 -5.678
Cl 3.807 0.397 -6.763
O 1.034 -0.346 -5.739
Si 1.179 -1.902 -6.299
P 2.676 -3.049 -5.031
S 2.027 -4.827 -4.544
H 3.329 2.051 -3.868
H 3.424 0.286 -3.686
H 1.516 2.088 -6.237
H 1.637 -1.916 -7.701
H -0.114 -2.580 -6.171
H 2.996 -2.194 -3.953
H 3.870 -3.050 -5.778
C -2.416 0.881 5.283
C -1.837 0.240 4.026
C -2.958 -0.345 3.159
C -2.472 -0.811 1.789
C -1.747 0.309 1.045
C -0.621 0.966 1.856
N -1.143 1.304 3.223
O -1.731 2.440 3.267
C 0.609 0.055 1.929
C -0.184 2.263 1.184
C -0.872 -0.855 4.494
H -3.011 1.758 5.052
H -3.052 0.146 5.781
H -1.622 1.171 5.973
H -3.726 0.423 3.025
H -3.420 -1.172 3.705
H -1.825 -1.687 1.888
H -3.330 -1.136 1.196
H -1.318 -0.073 0.114
H -2.471 1.081 0.769
H 1.327 0.438 2.656
H 1.094 0.042 0.952
H 0.378 -0.974 2.182
H -1.024 2.930 1.014
H 0.276 2.025 0.223
H 0.549 2.789 1.796
H -1.351 -1.408 5.303
H 0.048 -0.418 4.883
H -0.615 -1.577 3.726

Output
Net charge ... 0
2S+1 ... 2
Maximum force ... 0.0120 hartree/bohr
Frontier orbital gap (alpha / beta) ... 7.226 / 7.941 eV

***

Number 1: E_tot -29731.045 eV. Number 2: E_tot -70346.364 eV.